No. 1
{
  "formula": "CH6N2S",
  "method": "ωB97M-V with the def2-TZVPD basis set",
  "symbols": ["C", "N", "N", "S", "H", "H", "H", "H", "H", "H"],
  "coordinates": [[-0.44943, -0.66060, -0.29085], [1.52918, 0.82966, -0.17160], [0.76995, -0.32158, 0.28150], [-2.12109, 0.53413, -0.02650], [-0.27159, -0.92950, -1.42190], [-0.84278, -1.55355, 0.16132], [1.37236, 1.69724, 0.33914], [1.38664, 0.94331, -1.18178], [0.72341, -0.49303, 1.32774], [-2.07192, 0.00616, 1.26068]],
  "relative_energy_ev": 2.461,
  "homo_ev": [-4.6, -8.3],
  "spin_multiplicity": 3,
  "lumo_energy_ev": [0.9, -2.7],
  "homo_lumo_gap_ev": [5.447, 5.585],
  "s2": 2.01,
  "fmax_ha_per_bohr": 0.082
}

***

No. 2
{
  "formula": "CH5N4O2",
  "method": "ωB97M-V with the def2-TZVPD basis set",
  "symbols": ["C", "N", "N", "N", "N", "O", "O", "H", "H", "H", "H", "H"],
  "coordinates": [[-0.99166, 0.04403, -0.51452], [-1.10120, -1.26149, -0.73903], [0.62470, 0.53580, -1.05564], [1.27577, 0.03851, 1.61105], [0.86278, 0.37301, 2.57565], [-1.64139, 0.92830, -0.09813], [0.47010, 0.67418, 3.60680], [-0.27665, -1.79741, -0.99184], [-2.03125, -1.52980, -0.79318], [1.23018, -0.30285, -1.42230], [0.37684, 1.25147, -1.80618], [1.20179, 1.04624, -0.37267]],
  "total_charge": 1,
  "relative_energy_ev": 0.166,
  "homo_ev": -15.9,
  "lumo_energy_ev": -3.9,
  "homo_lumo_gap_ev": 11.952,
  "fmax_ha_per_bohr": 0.057
}

***

No. 3
{
  "formula": "C38H98BMnO20",
  "method": "ωB97M-V with the def2-TZVPD basis set",
  "symbols": ["Mn", "O", "C", "C", "O", "H", "H", "H", "H", "B", "H", "H", "H", "H", "C", "O", "C", "C", "O", "C", "H", "H", "H", "H", "H", "H", "H", "H", "H", "H", "C", "O", "C", "C", "O", "C", "H", "H", "H", "H", "H", "H", "H", "H", "H", "H", "C", "O", "C", "C", "O", "C", "H", "H", "H", "H", "H", "H", "H", "H", "H", "H", "C", "O", "C", "C", "O", "C", "H", "H", "H", "H", "H", "H", "H", "H", "H", "H", "C", "O", "C", "C", "O", "C", "H", "H", "H", "H", "H", "H", "H", "H", "H", "H", "C", "O", "C", "C", "O", "C", "H", "H", "H", "H", "H", "H", "H", "H", "H", "H", "C", "O", "C", "C", "O", "C", "H", "H", "H", "H", "H", "H", "H", "H", "H", "H", "C", "O", "C", "C", "O", "C", "H", "H", "H", "H", "H", "H", "H", "H", "H", "H", "C", "O", "C", "C", "O", "C", "H", "H", "H", "H", "H", "H", "H", "H", "H", "H"],
  "coordinates": [[-2.55430, -1.50448, -1.56089], [-1.06331, -1.74483, -0.11506], [-0.35737, -0.49503, -0.13100], [-1.11482, 0.83012, -0.75245], [-2.08057, 0.61806, -1.80701], [0.47301, -0.74851, -0.79003], [0.08362, -0.20145, 0.82159], [-0.38078, 1.58672, -1.02964], [-1.59407, 1.39628, 0.04622], [-2.96646, -1.89839, -3.71659], [-2.08994, -2.41970, -3.36419], [-2.77113, -0.84872, -3.87238], [-3.29383, -2.37425, -4.62798], [-3.75274, -1.94458, -2.97911], [-0.63807, 4.44421, 5.90522], [-1.11697, 3.82925, 4.72435], [-0.28660, 2.90556, 4.11281], [-1.16443, 2.17463, 3.08325], [-2.17890, 1.37021, 3.70612], [-2.86247, 0.56619, 2.78232], [-1.44028, 5.06291, 6.30740], [0.21409, 5.09638, 5.71388], [-0.51741, 3.73310, 6.72245], [0.06576, 2.29369, 4.94321], [0.54491, 3.40365, 3.61422], [-0.47950, 1.56468, 2.49425], [-1.63101, 2.87094, 2.38644], [-2.18520, -0.22091, 2.45085], [-3.05640, 1.13689, 1.87414], [-3.81491, 0.21084, 3.17561], [5.04461, -0.74262, 3.66060], [3.66203, -0.38825, 4.01105], [2.75120, -1.27271, 3.41283], [1.38016, -0.84206, 3.79596], [1.20749, -0.93132, 5.19727], [-0.11248, -0.73588, 5.72128], [5.21456, -0.72817, 2.58402], [5.20581, -1.76856, 3.99158], [5.88375, -0.13230, 3.99446], [2.87046, -2.27777, 3.81746], [2.91956, -1.22461, 2.33699], [0.66211, -1.53310, 3.35441], [1.15702, 0.16093, 3.43221], [-0.79496, -1.55025, 5.47816], [-0.50468, 0.24690, 5.45968], [0.08470, -0.71227, 6.79303], [4.02644, -1.25175, -0.51226], [4.16470, -1.00506, -1.91886], [5.42568, -1.15821, -2.56166], [6.39666, 0.00428, -2.21696], [7.02679, -0.28142, -0.98508], [7.62610, 0.88445, -0.44378], [3.23540, -0.60995, -0.12437], [4.93186, -0.92866, 0.00147], [3.81676, -2.30192, -0.30910], [5.15744, -1.25659, -3.61355], [5.89499, -2.12447, -2.37675], [5.81563, 0.92648, -2.20977], [7.17951, 0.07081, -2.97249], [8.16184, 0.69225, 0.48582], [6.82919, 1.52535, -0.06658], [8.21616, 1.35772, -1.22860], [-4.63554, 7.49722, -0.09054], [-3.86229, 6.54652, -0.64055], [-4.00575, 5.30356, 0.04077], [-2.71169, 4.47833, -0.10688], [-1.58092, 5.09876, 0.45849], [-0.38949, 4.48800, 0.16968], [-4.47831, 7.72247, 0.96428], [-5.68914, 7.27284, -0.25690], [-4.41610, 8.42944, -0.61103], [-4.91409, 4.74818, -0.19286], [-4.11120, 5.53421, 1.10085], [-2.49855, 4.35155, -1.16829], [-2.89772, 3.52863, 0.39468], [0.45145, 5.11329, 0.46954], [-0.22069, 4.19396, -0.86625], [-0.30078, 3.53894, 0.69838], [-8.18633, 3.14564, -5.99709], [-6.85547, 3.17080, -5.45006], [-6.60149, 4.23165, -4.64147], [-5.44028, 3.91211, -3.68473], [-4.35752, 3.40036, -4.49246], [-3.15456, 3.16174, -3.77108], [-8.36015, 2.13318, -6.36154], [-8.33363, 3.88009, -6.78891], [-8.89888, 3.20300, -5.17424], [-7.43871, 4.49591, -3.99546], [-6.34385, 5.15049, -5.16820], [-5.78888, 3.20263, -2.93426], [-5.12764, 4.78598, -3.11315], [-2.39437, 2.60204, -4.31600], [-3.25141, 2.66657, -2.80489], [-2.65116, 4.11296, -3.59823], [-0.79739, -3.89391, 3.92998], [-0.46845, -5.00119, 3.08906], [0.14751, -4.51440, 1.91715], [0.60115, -5.76281, 1.11886], [1.70951, -6.25885, 1.82320], [2.22168, -7.43554, 1.25593], [-1.44577, -3.07586, 3.61613], [0.17060, -3.59334, 4.33092], [-1.33803, -4.39091, 4.73546], [0.91199, -3.77545, 2.15721], [-0.60090, -3.91670, 1.39684], [0.87095, -5.57244, 0.08007], [-0.13655, -6.56522, 1.12481], [3.09947, -7.69817, 1.84637], [2.74494, -7.10972, 0.35697], [1.56066, -8.30164, 1.22381], [-5.10317, -0.18390, -0.31787], [-4.32228, -1.40701, -0.50889], [-4.81665, -2.52154, 0.21824], [-3.79891, -3.70047, 0.13284], [-3.17153, -3.68048, -1.13676], [-2.28197, -4.80999, -1.32095], [-6.13933, -0.27743, -0.64301], [-4.67499, 0.66900, -0.84449], [-5.22841, 0.11553, 0.72269], [-5.79781, -2.85637, -0.11840], [-5.04668, -2.30916, 1.26231], [-4.35754, -4.63480, 0.18818], [-3.00411, -3.63688, 0.87604], [-1.78645, -4.76802, -2.29090], [-2.77828, -5.78032, -1.30551], [-1.57977, -4.94550, -0.49837], [3.96708, 4.10062, -1.63182], [3.12326, 3.93156, -0.50980], [2.85514, 2.60099, -0.16208], [2.42078, 2.42763, 1.34377], [3.36162, 3.02282, 2.23740], [4.53683, 2.32788, 2.25283], [4.96506, 3.74007, -1.38256], [4.11271, 5.15129, -1.88277], [3.64023, 3.58759, -2.53630], [3.68235, 1.94697, -0.43793], [2.02579, 2.21356, -0.75384], [2.10486, 1.41841, 1.60793], [1.48834, 2.98471, 1.43496], [5.01027, 2.39642, 3.23225], [5.23287, 2.78471, 1.54931], [4.43572, 1.26488, 2.03395], [4.62799, -6.53365, -2.52526], [3.58087, -5.73596, -3.08251], [3.92646, -4.37976, -3.26735], [2.80313, -3.78055, -4.15045], [1.49087, -3.76517, -3.65284], [1.26549, -2.81498, -2.58491], [4.18297, -7.50312, -2.30122], [5.09236, -6.09710, -1.64102], [5.41512, -6.77217, -3.24055], [4.84724, -4.26669, -3.83960], [4.00370, -3.86785, -2.30814], [2.74798, -4.43962, -5.01688], [3.01863, -2.77051, -4.49898], [1.81773, -2.94117, -1.65367], [0.21873, -2.72104, -2.29583], [1.55239, -1.82253, -2.93253]],
  "homo_ev": [-8.5, -9.0],
  "spin_multiplicity": 7,
  "lumo_energy_ev": [0.3, -3.0],
  "homo_lumo_gap_ev": [8.750, 5.978],
  "s2": 12.01,
  "fmax_ha_per_bohr": 0.089
}

***

No. 4
{
  "formula": "C4H12NS",
  "method": "ωB97M-V with the def2-TZVPD basis set",
  "symbols": ["C", "C", "N", "C", "C", "S", "H", "H", "H", "H", "H", "H", "H", "H", "H", "H", "H", "H"],
  "coordinates": [[0.78543, -1.79294, -0.82798], [0.09001, -0.73254, -0.02545], [-1.33525, -0.54994, -0.69622], [0.81202, 0.59668, 0.06818], [-0.02955, 1.76366, 0.59717], [-0.80696, 1.37086, 2.19216], [0.99062, -1.50105, -1.83260], [0.27990, -2.75836, -0.87373], [1.75265, -1.97879, -0.36966], [-0.20429, -1.09973, 0.95439], [-1.15015, -0.36964, -1.68235], [-1.82359, 0.28230, -0.35467], [-1.93306, -1.35958, -0.54577], [1.61051, 0.36666, 0.78230], [1.26571, 0.84100, -0.88758], [-0.77284, 2.05324, -0.15095], [0.63668, 2.61312, 0.71355], [-0.16782, 2.25506, 2.93920]],
  "total_charge": 1,
  "relative_energy_ev": 0.189,
  "homo_ev": -13.1,
  "lumo_energy_ev": -3.5,
  "homo_lumo_gap_ev": 9.532,
  "fmax_ha_per_bohr": 0.032,
  "smiles": "C[C@H]([NH3+])CCS"
}

***

Number 1: molecular weight 78.14 g mol⁻¹. Number 2: molecular weight 105.08 g mol⁻¹. Number 3: molecular weight 940.93 g mol⁻¹. Number 4: molecular weight 106.21 g mol⁻¹.